{"formula": "C4H11N3", "method": "ωB97M-V/def2-TZVPD", "charge": 2, "homo_ev": -19.56, "elements": ["C", "C", "C", "C", "N", "N", "N", "H", "H", "H", "H", "H", "H", "H", "H", "H", "H", "H"], "xyz": [[3.073, 0.164, -0.347], [1.331, -0.086, 0.531], [0.051, -0.461, -0.252], [-1.088, 0.410, 0.220], [2.118, 1.052, -0.070], [2.510, -0.903, 0.109], [-2.492, -0.043, -0.151], [3.949, 0.396, -0.825], [1.106, -0.196, 1.541], [-0.065, -1.444, -0.020], [0.438, -0.150, -1.301], [-1.229, 0.476, 1.231], [-1.058, 1.397, -0.014], [2.192, 1.942, 0.375], [2.866, -1.858, 0.011], [-2.869, -0.922, 0.248], [-2.577, -0.146, -1.223], [-3.257, 0.604, -0.016]], "nbo_charge": [0.418, 0.157, -0.442, -0.212, -0.543, -0.490, -0.683, 0.259, 0.242, 0.247, 0.261, 0.229, 0.241, 0.455, 0.478, 0.461, 0.458, 0.463]}


{"formula": "C4H11N3O", "method": "ωB97M-V/def2-TZVPD", "smiles": "[H]/N=C(\\N)[N@@H+]([O-])C(C)C", "homo_ev": -8.82, "elements": ["H", "N", "C", "N", "N", "O", "C", "C", "C", "H", "H", "H", "H", "H", "H", "H", "H", "H", "H"], "xyz": [[2.558, 0.641, -1.304], [1.779, 0.035, -1.066], [1.440, 0.083, 0.152], [1.813, 0.806, 1.214], [0.338, -0.830, 0.569], [0.234, -0.910, 1.908], [-1.054, -0.417, 0.037], [-1.231, 1.078, 0.224], [-1.189, -0.864, -1.405], [2.689, 1.292, 1.251], [1.355, 0.379, 2.051], [0.563, -1.745, 0.145], [-1.764, -0.948, 0.678], [-0.990, 1.351, 1.249], [-0.594, 1.635, -0.459], [-2.267, 1.346, 0.030], [-2.156, -0.548, -1.791], [-1.136, -1.949, -1.479], [-0.388, -0.434, -2.002]], "nbo_charge": [0.354, -0.764, 0.573, -0.839, -0.108, -0.717, -0.024, -0.640, -0.648, 0.401, 0.449, 0.389, 0.228, 0.238, 0.214, 0.223, 0.220, 0.207, 0.246]}


One value per record, in order, for ΔE to the lowest compared entry with this formula, charge and spin: 116.0 281.9 kJ/mol.